1.
C3H4FeLiO2 as an isolated structure in a non-equilibrium geometry, computed with wB97M-V/def2-TZVPD.

XYZ file:
```
11
Properties=species:S:1:pos:R:3:lowdin_spin:R:1
O 0.275 1.512 0.363 0.13
Fe 1.205 0.647 1.748 3.76
C -0.492 1.059 -0.516 0.04
O -0.869 -0.259 -0.328 0.02
C -0.513 -0.987 0.769 0.03
C 0.689 -1.575 0.908 0.03
H -1.305 -1.086 1.518 0.00
H 0.865 -2.218 1.772 0.00
H 1.441 -1.538 0.113 0.00
Li -0.969 2.032 -2.378 0.17
H -0.326 2.414 -3.969 0.82
```

Summary:
charge: +2
E_tot: -1537.6004 Ha
multiplicity: 6
E_HOMO (alpha / beta): -18.71 / -18.85 eV

2.
An isolated ion of composition C2H5S and charge -1 in a non-equilibrium geometry, computed with wB97M-V/def2-TZVPD.

XYZ file:
```
8
Properties=species:S:1:pos:R:3:lowdin_charge:R:1
C 0.677 0.438 0.315 -0.22
C -0.584 -0.386 -0.187 -0.83
S -1.239 0.048 -1.893 -0.06
H 0.361 1.389 0.487 0.00
H 1.030 -0.146 1.239 0.07
H 1.427 0.349 -0.417 0.02
H -0.260 -1.414 -0.097 0.00
H -1.412 -0.279 0.553 0.02
```

Summary:
ΔE to the lowest compared entry with this formula, charge and spin: 8.3 kcal/mol
charge: -1
SMILES: CC[S-]
E_tot: -477.3941 Ha
E_HOMO: -2.12 eV

3.
C23H25AsCl2N5O10S6Ta as an isolated structure, computed with wB97M-V/def2-TZVPD.

XYZ file:
```
73
Properties=species:S:1:pos:R:3:lowdin_charge:R:1
Ta -1.760 0.158 -0.561 1.10
S -1.500 2.462 -4.934 -0.23
As -2.756 3.114 -3.278 0.05
S -1.629 2.486 -1.417 0.02
S -3.295 -0.127 -2.483 0.04
S -4.352 1.571 -2.955 -0.16
O -2.715 -6.269 -0.888 0.11
C -1.411 -6.427 -0.872 -0.52
O -0.899 -7.527 -0.840 0.03
C -0.576 -5.189 -0.890 -0.04
C 0.803 -5.181 -0.854 -0.56
Cl 1.886 -6.487 -0.664 0.78
N 1.219 -3.887 -0.887 -0.05
N 0.169 -3.057 -0.924 0.15
C -0.908 -3.799 -0.927 -0.12
C -2.243 -3.111 -0.955 -0.52
O -3.261 -3.815 -0.996 0.07
O -2.251 -1.852 -0.898 -0.39
C 2.506 -3.280 -0.951 -0.17
C 2.614 -1.963 -0.508 0.00
C 3.832 -1.313 -0.605 -0.07
C 4.944 -1.964 -1.127 -0.10
C 4.820 -3.269 -1.575 -0.10
C 3.602 -3.931 -1.501 -0.05
H -2.979 -5.280 -0.946 0.05
H 1.737 -1.456 -0.123 0.08
H 3.895 -0.280 -0.291 0.09
H 5.893 -1.448 -1.199 0.09
H 5.670 -3.783 -2.006 0.09
H 3.511 -4.932 -1.891 0.06
N 0.945 1.324 -3.432 0.10
C 0.919 -0.085 -3.872 -0.07
C -0.104 -0.879 -3.054 -0.63
O -0.570 -1.893 -3.510 0.08
O -0.282 -0.369 -1.870 -0.31
H 1.749 1.826 -3.798 0.15
H 0.983 1.364 -2.408 0.07
H 0.070 1.816 -3.816 -0.08
H 1.902 -0.532 -3.716 0.13
H 0.648 -0.120 -4.924 0.12
C 1.597 0.580 3.354 -0.09
C 0.510 1.628 3.556 -0.15
C 0.330 2.631 2.383 -0.29
C -0.635 3.741 2.811 -0.17
C -0.967 4.727 1.699 -0.07
C 1.689 3.216 2.056 -0.43
O 2.253 4.020 2.772 0.08
N 2.277 2.750 0.912 0.21
C 1.727 1.836 -0.008 -0.51
O 2.408 1.555 -0.991 0.02
N 0.492 1.365 0.225 0.07
C -0.235 1.852 1.219 -0.56
O -1.452 1.584 1.197 -0.28
H 1.663 -0.058 4.237 0.08
H 2.578 1.040 3.208 0.07
H 1.375 -0.061 2.501 0.03
H 0.725 2.228 4.444 0.12
H -0.459 1.144 3.699 0.11
H -0.183 4.253 3.662 0.12
H -1.539 3.242 3.161 0.10
H -0.067 5.235 1.344 0.08
H -1.655 5.495 2.060 0.07
H -1.438 4.228 0.851 0.03
H 3.188 3.113 0.674 0.16
Cl -0.848 -1.090 1.312 0.21
C -4.481 3.129 3.078 -0.13
O -4.265 2.362 1.903 -0.23
C -3.989 1.062 2.025 -1.27
S -3.776 0.311 3.470 0.61
S -4.028 0.283 0.441 0.51
H -4.647 4.146 2.728 0.09
H -3.622 3.082 3.746 0.05
H -5.352 2.754 3.619 0.08
```

Summary:
ΔE to the lowest compared entry with this formula, charge and spin: 14.3 kcal/mol
charge: -2
E_tot: -7520.4409 Ha
E_HOMO: -2.41 eV

> Which of these has the lowest charge?

C23H25AsCl2N5O10S6Ta

> Which value of E_tot does entry 2 give?

-477.3941 Ha

> Which value of E_tot does entry 3 give?

-7520.4409 Ha

> Which value of E_tot does entry 3 give?

-7520.4409 Ha